Entry 1:
{"formula": "C15H23FeN5OS", "method": "ωB97M-V/def2-TZVPD", "species": ["C", "C", "C", "H", "H", "C", "H", "C", "C", "H", "Fe", "H", "H", "C", "N", "H", "C", "H", "C", "H", "H", "H", "H", "N", "H", "C", "O", "H", "H", "N", "H", "H", "H", "N", "N", "C", "H", "S", "H", "C", "C", "H", "C", "H", "H", "C"], "coordinates": [[7.61138, 9.01975, 4.80000], [7.39844, 8.85284, 7.12194], [6.21184, 17.38293, 6.08251], [5.41234, 15.00798, 8.88867], [12.93025, 13.08695, 7.58287], [6.50891, 7.09723, 5.75682], [5.96174, 6.15617, 5.62378], [11.94697, 11.62642, 6.70210], [4.99502, 15.31806, 7.90478], [4.81037, 15.96309, 5.23847], [8.74480, 11.59513, 6.47257], [6.29308, 7.22327, 7.89155], [4.13542, 14.69960, 7.60062], [6.68298, 7.67244, 7.01426], [12.77716, 12.12591, 7.57713], [4.29660, 16.93208, 9.01316], [7.64858, 9.48742, 8.47333], [7.97005, 8.65855, 9.12470], [13.62630, 11.11538, 8.13048], [3.76048, 16.89844, 7.36190], [12.70005, 9.16025, 8.27908], [7.30430, 17.53682, 5.90193], [14.64289, 11.32611, 7.81854], [7.84159, 9.53367, 6.05334], [5.76436, 18.05740, 5.43586], [6.98162, 7.81079, 4.65140], [8.74999, 10.43879, 8.30276], [6.66354, 17.49309, 8.18894], [11.31424, 9.71154, 6.15319], [7.31242, 13.04200, 6.75674], [7.95113, 9.54636, 3.91769], [13.53767, 11.13369, 9.20815], [5.57242, 18.67852, 7.79468], [12.05022, 10.29484, 6.61297], [5.95485, 15.09130, 6.82238], [4.60676, 16.79200, 7.99687], [6.75518, 9.98315, 8.90572], [10.83149, 12.68162, 5.83964], [13.86751, 9.26672, 6.98551], [6.67837, 14.02260, 6.82387], [5.86068, 16.00566, 5.60539], [8.89403, 10.95120, 9.12038], [5.81151, 17.62808, 7.54068], [6.85882, 7.42171, 3.64533], [6.50665, 15.59911, 4.83925], [13.08589, 9.80644, 7.51080]], "lowdin_spin": [0.00, 0.00, 0.00, 0.00, 0.00, 0.00, 0.00, 0.01, 0.00, 0.00, 3.76, 0.00, 0.00, 0.00, 0.00, 0.00, 0.00, 0.00, 0.00, 0.00, 0.00, 0.00, 0.00, 0.02, 0.00, 0.00, 0.04, 0.00, 0.00, 0.04, 0.00, 0.00, 0.00, 0.01, 0.01, 0.00, 0.00, 0.06, 0.00, 0.02, 0.00, 0.00, 0.00, 0.00, 0.00, 0.00], "gap_ev": [9.74, 8.84], "e_lumo_ha": [-0.194, -0.230], "multiplicity": 5, "energy_ev": -70635.5425, "s2": 6.01, "charge": 2, "mol_weight_g_mol": 377.3}

---

Entry 2:
{"formula": "C15H23KN6O4P", "method": "ωB97M-V/def2-TZVPD", "species": ["O", "C", "N", "H", "C", "O", "H", "H", "N", "H", "H", "H", "H", "N", "N", "C", "C", "O", "H", "H", "C", "C", "O", "H", "H", "N", "C", "H", "H", "C", "C", "C", "H", "H", "H", "C", "H", "K", "C", "H", "C", "C", "H", "H", "H", "P", "C", "H", "H", "N"], "coordinates": [[-1.15285, -1.06441, -0.33034], [2.86566, 1.93542, -2.34216], [3.35685, 0.82246, -1.81687], [-2.19375, -1.79481, -2.54301], [-1.22143, -2.45490, -0.73837], [0.85815, -1.40619, 1.19329], [-1.62632, -4.39967, 0.07277], [0.02842, -3.81564, -1.84759], [0.84780, 4.29080, -0.70340], [-0.70566, -3.35588, 1.16901], [4.67598, -0.36039, -4.64910], [-3.62902, -0.47804, 0.77888], [2.57636, 3.15538, -4.08579], [3.63962, 1.42763, -4.52638], [6.16851, 0.43562, 2.70844], [3.00044, 2.23979, -3.69494], [4.14288, 0.31814, -3.99316], [-0.09874, 0.94487, 0.72673], [-2.67230, -0.98516, 4.33634], [-3.30207, -2.19820, -1.22219], [-3.27908, 0.43745, 1.25493], [-2.37846, -2.48899, -1.72318], [-1.34006, -0.75445, 2.16465], [-1.29950, 1.92893, 2.46071], [1.14642, 3.89900, 1.35935], [1.30698, 3.76528, -1.86039], [5.16328, 0.33916, 2.12923], [4.42430, -0.89691, -2.23785], [-2.50723, -3.49190, -2.13573], [-3.27674, -0.70986, 3.47211], [-2.45311, 0.10551, 2.48821], [4.00418, 0.01338, -2.64702], [-4.13701, -0.13346, 3.82027], [0.26622, -2.10927, -2.24832], [-1.31671, 1.08895, 4.02352], [0.08614, -2.80653, -1.42797], [0.13408, 4.99746, -0.71113], [2.61076, 0.27295, 1.16929], [1.40578, 3.67079, 0.34049], [-4.14980, 1.03020, 1.55026], [2.13886, 2.84463, -1.42082], [-1.50954, -3.37524, 0.43788], [-2.74947, 1.98150, 3.49594], [-2.70233, 1.00486, 0.52753], [0.91567, -2.75781, -0.72731], [-0.31742, -0.52052, 0.93894], [-1.91640, 1.36122, 3.15367], [-3.63978, -1.62408, 3.00203], [-2.43509, -3.07749, 0.93228], [2.24653, 2.74844, -0.07372]], "nbo_charge": [-0.86, 0.12, -0.36, 0.21, 0.28, -1.21, 0.20, 0.19, -0.35, 0.25, 0.19, 0.21, 0.21, -0.38, -0.68, 0.02, -0.02, -1.21, 0.21, 0.21, -0.64, -0.61, -0.85, 0.25, 0.21, -0.29, -0.26, 0.21, 0.20, -0.61, 0.27, 0.01, 0.20, 0.21, 0.21, -0.64, 0.41, 0.90, 0.22, 0.20, 0.28, -0.65, 0.19, 0.24, 0.25, 2.56, -0.64, 0.21, 0.21, -0.46], "gap_ev": 7.78, "e_lumo_ha": 0.087, "energy_ev": -58679.4699, "charge": -1, "mol_weight_g_mol": 421.5}

---

Entry 3:
{"formula": "C15H23N3OS", "method": "ωB97M-V/def2-TZVPD", "species": ["H", "H", "C", "N", "C", "H", "H", "H", "C", "C", "C", "H", "H", "C", "C", "S", "H", "O", "H", "H", "C", "H", "C", "H", "H", "H", "H", "C", "H", "H", "H", "H", "H", "H", "C", "C", "C", "N", "C", "H", "H", "N", "C"], "coordinates": [[-1.25346, 0.16822, 3.38541], [-4.46337, 0.21926, -1.29183], [-1.21431, -0.26797, 1.27610], [2.23460, -0.34225, -0.20533], [-3.52202, 0.28437, -0.74351], [-2.80561, -0.36442, 2.74805], [-2.76475, 1.15343, -2.58461], [3.76235, -1.16275, 2.22546], [2.72484, -0.86443, 2.07798], [2.64177, 0.12705, 0.96724], [-3.25521, -1.06243, -0.06430], [-3.83539, -1.14054, 0.85471], [2.35641, -0.43611, 3.00750], [-1.73050, -0.51608, 2.68747], [-1.60886, -0.59436, -2.12869], [1.55590, -0.13017, -2.72175], [-0.12928, -0.38061, 1.27260], [0.50781, -2.61268, -0.04980], [2.59970, 4.24191, 0.79939], [2.14503, -1.74379, 1.80739], [2.84669, 2.28777, -0.01446], [-1.50584, -1.53381, 2.99739], [3.18173, 3.74278, 0.02672], [-2.29248, -1.30363, -2.61552], [4.23703, 3.87415, 0.26057], [-1.44650, 0.75349, 0.97375], [-1.67568, 1.33050, -1.21554], [2.13711, 0.51031, -1.20322], [-3.63994, 1.06643, 0.00720], [0.57381, -2.24418, -3.09074], [1.97125, -2.37461, -1.98936], [-3.57954, -1.87432, -0.71837], [2.96889, 4.19175, -0.93864], [-0.84598, -0.30842, -2.85053], [0.16908, -1.90657, -0.98226], [-2.37837, 0.64967, -1.69819], [-1.77891, -1.27009, 0.25646], [2.42337, 1.80157, -1.17498], [1.06278, -1.81726, -2.21470], [-1.63884, -2.27485, 0.67685], [3.29340, 1.87254, 2.05585], [-0.99231, -1.22184, -0.97795], [2.96361, 1.47297, 1.11018]], "nbo_charge": [0.21, 0.21, -0.41, -0.51, -0.41, 0.20, 0.22, 0.23, -0.66, 0.29, -0.42, 0.22, 0.22, -0.61, -0.22, 0.28, 0.22, -0.64, 0.22, 0.26, 0.28, 0.21, -0.65, 0.18, 0.23, 0.19, 0.21, 0.27, 0.21, 0.24, 0.26, 0.21, 0.24, 0.23, 0.70, -0.41, -0.03, -0.49, -0.62, 0.23, 0.22, -0.46, -0.34], "gap_ev": 9.32, "smiles": "CC[C@H]1CCCCN1C(=O)CSc1nc(C)cc(C)n1", "e_lumo_ha": 0.029, "energy_ev": -33282.4958, "mol_weight_g_mol": 293.4}

---

Entry 4:
{"formula": "C15H23N4O6S2", "method": "ωB97M-V/def2-TZVPD", "species": ["H", "H", "O", "S", "H", "O", "N", "C", "H", "H", "H", "C", "C", "H", "O", "C", "H", "C", "C", "H", "H", "S", "C", "C", "H", "C", "H", "C", "C", "O", "O", "O", "H", "H", "N", "H", "N", "C", "N", "C", "H", "H", "C", "C", "H", "H", "H", "H", "H", "H"], "coordinates": [[-3.69355, 4.19789, -4.01075], [0.91751, -2.33332, 2.94173], [-6.31939, 0.27140, -2.71366], [-2.96099, -0.89092, -2.21252], [7.88892, -2.22746, 2.67003], [-3.76222, -2.03002, -2.73294], [5.80081, -2.26787, 2.82391], [4.96885, -2.10244, 3.86603], [3.07281, -1.42469, 4.54633], [-1.32870, -1.34489, 2.65049], [7.12689, -3.83524, 2.43891], [3.71938, -1.54277, 3.68542], [4.20630, -1.29719, 1.36495], [-2.06254, 0.44408, -4.14413], [-0.92079, -1.19387, -5.52517], [-5.27017, 2.68990, -2.35040], [-2.68594, 0.27554, 2.06180], [-3.89240, 3.42008, -2.13360], [0.82554, -1.32779, 2.54984], [6.15961, -2.02109, 0.79419], [-2.25809, 3.80430, -3.27223], [-4.97070, 0.91474, -2.79905], [0.46768, 1.18536, 1.54359], [-0.43720, -0.79088, 2.38987], [-2.08522, 1.30417, 0.73471], [-1.73966, -0.40221, -3.49928], [-5.93078, 3.19404, -3.08047], [1.74959, 0.68866, 1.68086], [1.95173, -0.58621, 2.20544], [-2.15228, -1.41223, -1.04106], [-1.51510, -1.56656, -4.31032], [-4.46158, 0.75152, -4.18896], [-4.03672, 4.42624, -1.65552], [-0.15349, -0.62547, -5.33648], [-3.88154, 0.37728, -1.62821], [3.94455, -1.00380, 0.35556], [-0.59367, 0.44870, 1.90595], [7.11870, -2.91302, 3.01759], [-3.21377, 3.49917, -3.44905], [5.44404, -1.86616, 1.59094], [0.27379, 2.17551, 1.15338], [-5.81313, 2.67371, -1.37421], [3.30619, -1.13754, 2.41722], [-1.94884, 1.02114, 1.77907], [2.58487, 1.31581, 1.39396], [5.31024, -2.42926, 4.83875], [-3.21836, 2.85114, -1.45173], [7.26753, -3.13559, 4.07042], [-2.02223, 1.88606, 2.43756], [-0.77646, -0.10795, -2.99878]], "nbo_charge": [0.36, 0.26, -0.94, 2.16, 0.25, -0.90, -0.25, 0.11, 0.26, 0.27, 0.25, -0.21, -0.19, 0.26, -0.43, -0.64, 0.26, -0.23, -0.19, 0.26, 0.34, 2.18, 0.11, 0.13, 0.28, -0.34, 0.25, -0.20, 0.00, -1.03, -0.25, -0.95, 0.16, 0.43, -1.19, 0.27, -0.22, -0.41, -0.82, 0.10, 0.26, 0.24, 0.05, -0.42, 0.25, 0.25, 0.19, 0.24, 0.23, 0.16], "gap_ev": 3.42, "e_lumo_ha": -0.219, "energy_ev": -55829.3438, "charge": 1, "mol_weight_g_mol": 419.5}

---

Entry 5:
{"formula": "C15H23N5O3", "method": "ωB97M-V/def2-TZVPD", "species": ["H", "H", "H", "C", "C", "H", "H", "C", "O", "N", "C", "N", "H", "H", "C", "C", "N", "H", "C", "C", "O", "H", "C", "H", "H", "H", "O", "C", "C", "H", "H", "C", "H", "H", "H", "H", "H", "H", "C", "H", "N", "N", "C", "C", "H", "H"], "coordinates": [[-1.30716, -2.37037, -6.09740], [-0.38018, 3.84389, -1.78008], [1.27524, -1.29201, -6.09231], [0.46580, 3.15503, -1.70149], [-0.21934, -2.97728, -4.58486], [2.43948, 0.50759, -5.01543], [0.77611, -3.41489, -2.93432], [0.49094, 0.26094, 7.36641], [-0.65381, 2.24682, 0.21134], [0.80142, -2.80744, -3.74113], [-0.02997, -1.34089, 4.90029], [1.28539, -1.19500, 5.53805], [-1.71363, 1.81827, -2.63452], [1.00642, -1.82762, -3.57819], [1.52511, 0.78864, -4.50093], [0.31124, 0.16652, -4.82992], [-0.59896, -2.02917, -5.45726], [1.38099, 3.74958, -1.76433], [-0.51484, -0.09033, 4.15427], [0.26634, -0.91781, -5.88377], [0.26900, 0.80118, 3.84279], [-0.76879, -1.60880, 5.65504], [0.41346, 2.14444, -2.81784], [-0.29212, -0.42782, 7.67318], [2.52873, 2.22927, -3.25881], [0.01855, -2.15696, 4.17993], [2.72418, -0.47552, 7.06076], [0.41722, 2.44557, -0.35087], [1.57601, 1.76898, -3.50353], [-2.27035, 2.01512, 3.70828], [0.92685, 0.73051, 8.24715], [-0.80310, 1.54111, -3.15908], [-3.52066, 0.92270, 3.06437], [-0.56510, -4.76067, -3.89185], [-1.80650, 0.10010, -4.40087], [1.33644, 2.08929, 0.10336], [-2.40685, -0.80212, 4.15282], [-2.00531, 1.18160, 2.17037], [-0.85493, 0.56539, -4.15812], [0.08764, 1.03350, 6.71462], [-0.88048, -4.05689, -4.54812], [-1.82177, -0.03099, 3.87354], [1.58120, -0.49461, 6.63216], [-2.44686, 1.08477, 3.16452], [-0.12007, -0.48984, -6.81442], [2.07706, -1.62376, 5.08619]], "nbo_charge": [0.42, 0.24, 0.20, -0.53, 0.57, 0.22, 0.40, -0.72, -0.53, -0.83, -0.31, -0.60, 0.22, 0.38, -0.21, -0.06, -0.62, 0.22, 0.64, -0.25, -0.62, 0.20, -0.03, 0.21, 0.21, 0.23, -0.63, 0.45, -0.21, 0.21, 0.25, -0.14, 0.20, 0.33, 0.23, 0.13, 0.39, 0.23, -0.22, 0.24, -0.82, -0.61, 0.68, -0.42, 0.22, 0.41], "gap_ev": 8.89, "smiles": "[H]/N=C(\\N)NCc1ccc(CC=O)cc1.CNC(=O)CNC(C)=O", "e_lumo_ha": 0.018, "energy_ev": -29521.6498, "mol_weight_g_mol": 321.4}

---

Entry 6:
{"formula": "C15H23NO3", "method": "ωB97M-V/def2-TZVPD", "species": ["H", "H", "C", "N", "H", "C", "H", "O", "H", "C", "H", "C", "C", "H", "H", "O", "H", "C", "H", "O", "H", "C", "H", "C", "H", "C", "H", "H", "H", "C", "H", "H", "H", "C", "H", "C", "H", "H", "H", "C", "C", "C"], "coordinates": [[-0.90822, 1.70009, -0.58580], [-1.58238, 0.03175, 1.08305], [2.20901, 2.71210, 3.00835], [-2.23538, -0.51906, -1.51356], [5.00854, 0.79180, 1.03264], [4.01483, 0.41841, 0.84375], [-1.29421, -1.41847, -3.71566], [-2.10963, -2.68019, -0.88609], [1.33835, -3.56142, -2.03645], [1.45026, -0.51214, 0.39269], [-3.80530, 0.13193, 2.18139], [-1.81424, -1.79469, -1.66104], [-3.34565, 1.03159, 1.78004], [2.68103, 3.49349, 3.60212], [-4.13217, 1.68008, 1.39943], [3.25417, 2.06610, 2.32771], [-3.90216, 0.51869, -0.84023], [1.66075, 0.54560, 1.26671], [0.48637, -2.75839, -0.70807], [2.42923, -2.15895, -1.13432], [4.63182, -1.10280, -0.52720], [2.94052, 1.02516, 1.49774], [-1.93120, 0.18259, -2.16838], [0.52345, -1.62836, -2.56712], [1.67523, 2.02601, 3.67463], [-3.09478, -0.09772, -0.43154], [-2.83837, 1.54860, 2.59108], [1.49703, 3.16945, 2.31234], [1.11451, -1.64116, -3.48513], [1.15642, -2.59479, -1.55935], [-0.97174, -3.06837, -3.14621], [-2.44496, 2.55958, -0.40103], [0.44009, -0.86185, 0.24832], [-1.70711, 1.94433, 0.11101], [0.56436, -0.61347, -2.16285], [2.51617, -1.10988, -0.26324], [-3.52235, -1.00927, -0.00684], [-1.27782, 2.53432, 0.91763], [0.80523, 0.97983, 1.75922], [-2.35981, 0.68128, 0.66902], [3.80577, -0.62930, -0.02116], [-0.92567, -2.01249, -2.87759]], "nbo_charge": [0.21, 0.20, -0.25, -0.62, 0.22, -0.24, 0.22, -0.63, 0.20, -0.31, 0.21, 0.68, -0.60, 0.20, 0.20, -0.50, 0.19, -0.24, 0.19, -0.50, 0.22, 0.26, 0.39, -0.42, 0.17, -0.22, 0.21, 0.17, 0.22, -0.07, 0.23, 0.20, 0.22, -0.62, 0.21, 0.28, 0.24, 0.21, 0.21, -0.22, -0.22, -0.49], "gap_ev": 8.58, "smiles": "COc1ccc(OCCCC(=O)NCC(C)C)cc1", "e_lumo_ha": 0.025, "energy_ev": -23561.0029, "mol_weight_g_mol": 265.4}